Record 1
ORCA calculation (ωB97M-V/def2-TZVPD) on a single C4H2O2 molecule.

```
8
Properties=species:S:1:pos:R:3:forces:R:3
C 0.03675 -0.78941 0.32591 0.14 -0.95 -1.18
O -0.20784 -0.14624 1.48114 -0.12 -0.48 0.31
C -0.16384 -0.26650 -0.96508 0.07 -0.16 0.44
C 0.19185 1.13870 1.46168 -0.14 1.86 -0.53
C -0.64197 0.84861 -1.52032 0.16 -0.06 0.35
O 0.12279 1.88854 0.54068 0.14 -0.24 0.70
H 0.51990 -1.74688 0.46032 -0.14 0.04 0.02
H 0.14235 -0.92683 -1.78433 -0.12 -0.01 -0.12
```
Forces are in eV/Å.

Gap between HOMO and LUMO (spin up / spin down) = 8.77 / 6.93 eV
ΔE to the lowest compared entry with this formula, charge and spin = 4.6713 eV
Highest occupied orbital energy (spin up / spin down) = -0.3549 / -0.3095 hartree

Charges computed using Löwdin, reported in e: atom 1 (C): -0.14, atom 2 (O): 0.01, atom 3 (C): -0.25, atom 4 (C): -0.17, atom 5 (C): 0.25, atom 6 (O): 0.07, atom 7 (H): 0.12, atom 8 (H): 0.11

Record 2
ORCA calculation (ωB97M-V/def2-TZVPD) on a single C4H2O2 molecule.

```
8
Properties=species:S:1:pos:R:3:forces:R:3
C 0.78224 0.25159 -0.03706 1.93 1.07 -0.15
C 2.06491 -0.12420 -0.07909 -1.55 1.30 0.38
C -0.01566 -0.96412 0.07451 -2.83 -1.64 0.43
O 4.44264 0.39069 -0.01623 -0.95 -0.16 0.33
O 0.65108 -1.96127 0.02299 -1.18 -1.46 0.03
H 0.55891 1.32702 -0.06503 -0.63 -0.68 0.08
C 3.27775 0.23438 0.00074 2.92 0.68 -0.69
H -1.19617 -1.09009 0.25229 2.30 0.89 -0.42
```
Forces are in eV/Å.

Gap between HOMO and LUMO = 7.54 eV
ΔE to the lowest compared entry with this formula, charge and spin = 1.1161 eV
Highest occupied orbital energy = -0.3390 hartree

Charges computed using Löwdin, reported in e: atom 1 (C): -0.02, atom 2 (C): -0.01, atom 3 (C): -0.27, atom 4 (O): 0.16, atom 5 (O): 0.04, atom 6 (H): 0.12, atom 7 (C): -0.18, atom 8 (H): 0.16

Record 3
ORCA calculation (ωB97M-V/def2-TZVPD) on a single C4H2O2 molecule.

```
8
Properties=species:S:1:pos:R:3:forces:R:3
H 1.98350 1.51714 0.11893 -0.02 -0.16 -0.14
O 2.71704 -0.36990 -0.17825 0.51 0.56 0.08
O -2.19266 0.54160 0.70284 -0.05 -0.72 -0.26
C -0.46488 -0.76727 -0.17392 0.01 1.49 0.27
C 0.51245 -0.05778 -0.30323 0.17 -0.73 0.08
C 1.83330 0.45125 -0.12559 0.76 -0.41 -0.08
C -1.85938 -0.37186 -0.01118 -0.65 -0.05 0.12
H -2.52723 -0.93893 -0.65394 -0.73 0.02 -0.06
```
Forces are in eV/Å.

Gap between HOMO and LUMO = 9.80 eV
ΔE to the lowest compared entry with this formula, charge and spin = 1.1571 eV
Highest occupied orbital energy = -0.3959 hartree

Charges computed using Löwdin, reported in e: atom 1 (H): 0.13, atom 2 (O): 0.08, atom 3 (O): 0.08, atom 4 (C): 0.08, atom 5 (C): 0.06, atom 6 (C): -0.26, atom 7 (C): -0.29, atom 8 (H): 0.11